Density functional theory data (ωB97M-V/def2-TZVPD) for a 2-piece molecular cluster, C4H12O3 overall.

```
19
C4H12O3 | OMol25 | ωB97M-V/def2-TZVPD
C -0.3986 -1.0544 -0.4524
O 0.0494 -2.0208 -1.3893
C -0.3602 0.3657 -0.9964
C -0.6417 1.4000 0.0873
C 0.5755 2.1996 0.5923
O 0.3444 3.5963 0.4468
H 0.1805 -1.1332 0.4700
H -1.4162 -1.3148 -0.1937
H 0.7769 -1.6421 -1.9021
H 0.6539 0.5255 -1.4056
H -1.0776 0.4240 -1.8141
H -1.3775 2.1353 -0.2304
H -1.1252 0.9462 0.9641
H 0.8029 1.9504 1.6248
H 1.4615 1.9231 0.0193
H 0.6593 4.0482 1.2381
H 0.7591 -3.2806 0.9729
H 0.3444 -4.6921 1.3120
O 0.1384 -3.7747 1.5196
```

## Properties
HOMO level: -10.345 eV
Calculated total energy: -385.29153 hartree
SMILES: OCCCCO.O
Charge: 0
Kohn-Sham gap: 0.408 Eh
2S+1: 1
ΔE to the lowest compared entry with this formula, charge and spin: 19.0 kcal/mol

Density functional theory data (ωB97M-V/def2-TZVPD) for a 2-piece molecular cluster, C4H12O3 overall at a distorted geometry.

```
19
C4H12O3 | OMol25 | ωB97M-V/def2-TZVPD
C -1.5284 -0.7306 -0.4444
O -0.6702 -1.2883 -1.5015
C -1.0765 0.6272 -0.0240
C 0.3055 0.7283 0.4635
C 0.7427 2.1355 0.6289
O 1.1467 0.0791 -0.5286
H -1.5080 -1.4079 0.5403
H -2.5772 -0.7497 -0.9572
H -0.3808 -2.1607 -1.0792
H -1.6829 1.0356 0.7808
H -1.1175 1.2254 -0.9644
H 0.5148 0.0790 1.3523
H 1.3175 2.3137 1.4799
H -0.0060 2.8882 0.8287
H 1.3534 2.5760 -0.2512
H 0.5552 -0.3882 -1.3449
H 1.4158 -1.5272 0.2134
H 1.8115 -3.0532 0.1489
O 1.3844 -2.3820 0.6586
```

## Properties
HOMO level: -9.896 eV
Calculated total energy: -385.26580 hartree
SMILES: C[C@H](O)CCO.O
Charge: 0
Kohn-Sham gap: 0.391 Eh
2S+1: 1
ΔE to the lowest compared entry with this formula, charge and spin: 35.1 kcal/mol